{
  "formula": "C37H67N11O4PReS",
  "method": "the ωB97M-V functional and the def2-TZVPD basis",
  "charge": 3,
  "s_squared": 0.759,
  "homo_energy_ev": [-14.896, -14.896],
  "lumo_ev": [-9.23, -8.80],
  "energy_ev": -86272.9856,
  "multiplicity": 2,
  "elements": ["Re", "C", "C", "N", "C", "C", "S", "C", "C", "N", "H", "H", "H", "H", "H", "H", "H", "H", "H", "H", "H", "H", "H", "H", "C", "N", "C", "C", "N", "C", "C", "N", "C", "C", "N", "C", "N", "C", "C", "C", "N", "C", "H", "H", "H", "H", "H", "H", "H", "H", "H", "H", "H", "H", "H", "H", "H", "H", "H", "H", "H", "H", "H", "H", "H", "H", "O", "C", "C", "C", "C", "C", "C", "C", "O", "O", "H", "H", "H", "H", "H", "O", "P", "N", "C", "C", "C", "C", "N", "C", "C", "C", "C", "N", "C", "C", "C", "C", "H", "H", "H", "H", "H", "H", "H", "H", "H", "H", "H", "H", "H", "H", "H", "H", "H", "H", "H", "H", "H", "H", "H", "H"],
  "positions_angstrom": [[-1.1156, -0.6975, 0.7846], [-1.9610, -1.5135, 3.6987], [-3.1692, -1.6679, 2.8084], [-3.0894, -0.6458, 1.7122], [-3.5705, 0.7205, 2.1329], [-2.5349, 1.5803, 2.8223], [-0.8970, 1.4132, 2.0430], [0.0841, 0.8178, 3.4814], [0.3529, -0.6834, 3.4665], [-0.7623, -1.4174, 2.8272], [-1.8674, -2.3738, 4.3622], [-2.0314, -0.6267, 4.3242], [-4.0988, -1.5388, 3.3639], [-3.1738, -2.6538, 2.3432], [-3.7718, -0.9462, 1.0219], [-4.4457, 0.5938, 2.7735], [-3.8933, 1.2302, 1.2296], [-2.4319, 1.3576, 3.8804], [-2.8262, 2.6234, 2.7175], [-0.4503, 1.1467, 4.3704], [1.0242, 1.3669, 3.4524], [0.5276, -1.0527, 4.4795], [1.2368, -0.8819, 2.8734], [-0.5014, -2.3948, 2.6420], [-1.7051, 5.0955, 1.9424], [-2.5539, 5.3324, 0.8056], [-3.3410, 6.5526, 0.7054], [-4.0310, 6.3511, -0.6388], [-4.0429, 4.8926, -0.7657], [-5.1131, 4.2205, -1.4723], [-3.0993, 4.3348, 0.0461], [-2.6996, 3.0992, 0.1617], [-2.9375, 2.1581, -0.8983], [-1.6349, 1.4095, -1.2806], [-1.7244, -0.0459, -1.0072], [-1.9799, -0.8568, -2.1053], [-1.4469, -0.7524, -3.3308], [-0.7378, 0.3218, -4.0255], [-2.0178, -1.7879, -4.2138], [-2.7153, -2.7289, -3.2417], [-2.7837, -1.9108, -2.0269], [-3.7697, -2.2074, -1.0107], [-1.0079, 5.9246, 2.0605], [-1.1448, 4.1770, 1.7801], [-2.2830, 5.0064, 2.8712], [-2.7027, 7.4337, 0.7250], [-4.0601, 6.6240, 1.5297], [-3.4646, 6.8061, -1.4548], [-5.0448, 6.7454, -0.6580], [-6.0075, 4.8399, -1.4161], [-5.3451, 3.2680, -0.9989], [-4.8901, 4.0539, -2.5289], [-3.3450, 2.5932, -1.8134], [-3.6577, 1.3792, -0.6043], [-0.7770, 1.8026, -0.7404], [-1.4819, 1.5960, -2.3349], [-1.4059, 1.1481, -4.2720], [-0.3721, -0.0999, -4.9590], [0.1136, 0.6885, -3.4676], [-1.2199, -2.2704, -4.7745], [-2.7087, -1.3194, -4.9185], [-2.1410, -3.6265, -3.0292], [-3.7155, -3.0070, -3.5668], [-4.5746, -2.7705, -1.4779], [-4.2075, -1.2729, -0.6580], [-3.3579, -2.8074, -0.1956], [-0.0864, -4.5744, -2.1513], [0.8476, -4.9293, -1.2141], [1.8911, -5.7859, -1.5446], [2.8194, -6.1600, -0.5892], [2.7051, -5.6965, 0.7154], [1.6483, -4.8702, 1.0454], [0.7184, -4.4535, 0.0877], [-0.3723, -3.5694, 0.5891], [-0.9243, -3.8240, 1.6527], [-0.6729, -2.4893, -0.1071], [0.0388, -5.1402, -2.9238], [1.9622, -6.1774, -2.5538], [3.6212, -6.8335, -0.8610], [3.4098, -6.0111, 1.4724], [1.5118, -4.5483, 2.0700], [0.8053, -0.4388, 0.6093], [2.3007, -0.2068, 0.1984], [3.2320, -0.3565, 1.5197], [3.4505, -1.6757, 2.1819], [4.7550, -1.5006, 2.9665], [5.4957, -0.3937, 2.2210], [4.3723, 0.5528, 1.8258], [2.4104, 1.2868, -0.4317], [2.0112, 2.5105, 0.3035], [2.3684, 3.6292, -0.6661], [3.6504, 3.1157, -1.3162], [3.3827, 1.6240, -1.5086], [2.7230, -1.3343, -0.8830], [4.1271, -1.7865, -1.0808], [4.2957, -1.7950, -2.5930], [2.9116, -2.2128, -3.0826], [1.9509, -1.5061, -2.1273], [3.5270, -2.4637, 1.4308], [2.6290, -1.9290, 2.8515], [5.3181, -2.4292, 3.0250], [4.5360, -1.1788, 3.9856], [5.9949, -0.7926, 1.3363], [6.2449, 0.1017, 2.8348], [4.6139, 1.1863, 0.9739], [4.1066, 1.1989, 2.6659], [2.5818, 2.6082, 1.2324], [0.9500, 2.4929, 0.5436], [2.4991, 4.5828, -0.1591], [1.5776, 3.7445, -1.4111], [4.4985, 3.2676, -0.6464], [3.8801, 3.6056, -2.2597], [4.2931, 1.0286, -1.4332], [2.9359, 1.4258, -2.4861], [4.2427, -2.7922, -0.6691], [4.8302, -1.1264, -0.5749], [5.0791, -2.4802, -2.9100], [4.5520, -0.7986, -2.9574], [2.7997, -3.2916, -2.9804], [2.7304, -1.9489, -4.1239], [1.0463, -2.0793, -1.9376], [1.6741, -0.5282, -2.5082]],
  "forces_ev_per_a": [[0.6, 0.5, -0.6], [-0.1, -0.1, 0.0], [-0.1, 0.0, 0.0], [0.0, -0.2, 0.3], [-0.1, 0.0, -0.2], [-0.1, 0.0, 0.1], [-0.3, 0.2, 0.1], [0.0, 0.0, -0.1], [-0.1, 0.1, -0.1], [0.2, -0.2, 0.2], [0.0, 0.0, 0.0], [0.0, 0.0, 0.0], [0.0, 0.0, 0.0], [0.1, 0.0, 0.0], [0.1, 0.0, 0.0], [0.0, 0.0, 0.0], [0.1, 0.0, 0.1], [0.0, 0.0, 0.0], [0.0, 0.0, -0.1], [0.0, 0.0, 0.0], [0.0, 0.0, 0.0], [-0.1, 0.0, 0.0], [-0.1, 0.1, 0.1], [0.0, 0.0, 0.1], [0.0, 0.0, 0.0], [0.0, 0.0, 0.0], [0.0, 0.0, 0.0], [0.0, 0.0, 0.0], [0.1, 0.0, 0.0], [0.0, 0.0, 0.0], [-0.1, 0.0, 0.0], [0.0, -0.1, 0.1], [0.1, 0.0, 0.0], [-0.5, 0.1, -0.1], [0.5, -0.1, 0.3], [0.0, -0.1, 0.2], [0.0, -0.1, -0.1], [0.0, -0.1, 0.1], [0.0, 0.0, 0.0], [0.0, 0.0, 0.0], [-0.2, 0.0, -0.1], [0.1, 0.0, 0.0], [0.0, 0.0, 0.0], [0.0, 0.0, 0.0], [0.0, 0.0, 0.0], [0.0, 0.0, 0.0], [0.0, 0.0, 0.0], [0.0, 0.0, 0.0], [0.0, 0.0, 0.0], [0.0, 0.0, 0.0], [0.0, 0.0, 0.0], [0.0, 0.0, 0.0], [0.1, 0.1, 0.0], [-0.1, 0.0, -0.1], [-0.1, 0.1, 0.0], [0.2, -0.1, 0.0], [0.0, 0.0, 0.0], [0.1, 0.0, 0.0], [0.1, 0.0, 0.2], [0.0, 0.0, 0.0], [0.0, 0.0, 0.0], [0.1, -0.1, 0.0], [0.0, 0.0, 0.0], [0.0, 0.0, 0.0], [0.0, 0.0, 0.0], [0.0, 0.0, 0.0], [0.0, 0.1, 0.0], [-0.1, 0.1, -0.1], [0.0, 0.0, 0.0], [0.0, 0.0, 0.0], [0.0, 0.0, 0.0], [0.0, 0.0, 0.0], [0.1, 0.1, 0.1], [-0.2, -0.1, -0.1], [0.0, 0.1, 0.1], [-0.3, -0.1, -0.3], [0.0, 0.0, 0.0], [0.0, 0.0, 0.0], [0.0, 0.0, 0.0], [0.0, 0.0, 0.0], [0.0, 0.0, 0.0], [0.1, 0.0, 0.0], [0.1, -0.2, 0.0], [0.0, -0.1, 0.1], [0.1, -0.1, -0.1], [0.0, 0.0, 0.0], [0.0, 0.0, 0.0], [0.0, 0.1, 0.0], [-0.1, 0.0, 0.2], [0.0, 0.0, -0.1], [0.0, 0.0, 0.0], [0.0, 0.0, 0.0], [0.1, 0.0, -0.1], [0.1, 0.1, 0.1], [0.0, 0.0, 0.1], [0.0, 0.0, 0.0], [0.0, 0.0, 0.0], [-0.1, -0.2, -0.1], [0.0, 0.0, 0.0], [0.1, -0.1, -0.1], [0.0, 0.0, 0.0], [0.0, 0.0, 0.0], [0.0, 0.0, 0.0], [0.0, 0.0, 0.0], [0.0, 0.0, 0.0], [0.0, 0.0, 0.0], [0.0, 0.0, 0.0], [0.0, 0.0, 0.0], [0.0, 0.0, 0.0], [0.0, 0.0, 0.0], [0.0, 0.0, 0.0], [0.0, 0.0, 0.0], [0.0, 0.0, 0.0], [0.0, 0.0, 0.0], [0.0, 0.0, 0.0], [0.0, 0.0, 0.0], [0.0, 0.0, 0.0], [0.0, 0.0, 0.0], [0.0, -0.1, 0.0], [0.0, 0.0, 0.0], [-0.1, -0.1, 0.0], [-0.1, 0.3, -0.2]],
  "lowdin_spin": [0.8529, 0.0009, 0.0073, 0.0214, 0.0057, 0.0072, -0.0044, -0.0020, -0.0005, -0.0027, -0.0001, 0.0001, 0.0009, 0.0005, 0.0038, -0.0003, 0.0000, 0.0004, 0.0000, -0.0003, 0.0000, -0.0001, 0.0000, 0.0002, -0.0002, 0.0000, 0.0000, 0.0000, 0.0000, 0.0000, 0.0000, 0.0002, -0.0015, -0.0025, -0.0301, -0.0024, -0.0020, -0.0001, -0.0004, -0.0002, -0.0016, 0.0031, 0.0000, -0.0002, 0.0000, 0.0000, 0.0000, 0.0000, 0.0000, 0.0000, 0.0000, 0.0000, 0.0000, 0.0000, -0.0006, -0.0005, 0.0000, 0.0000, 0.0000, 0.0000, -0.0001, -0.0001, 0.0000, 0.0003, 0.0003, 0.0011, 0.0002, 0.0010, -0.0001, 0.0010, -0.0001, 0.0005, 0.0002, 0.0086, 0.0132, 0.0522, 0.0000, 0.0000, 0.0001, 0.0000, 0.0000, 0.0539, 0.0091, -0.0004, 0.0000, 0.0000, 0.0000, 0.0000, 0.0000, 0.0001, 0.0000, 0.0001, 0.0001, 0.0053, 0.0008, 0.0004, 0.0000, 0.0002, 0.0000, 0.0000, 0.0000, 0.0000, 0.0000, 0.0000, 0.0000, 0.0000, 0.0000, 0.0000, 0.0000, 0.0000, 0.0000, 0.0000, 0.0000, 0.0000, 0.0000, 0.0000, 0.0001, 0.0000, 0.0000, 0.0000, 0.0001, 0.0000]
}

{
  "formula": "C8H14N6S",
  "method": "the ωB97M-V functional and the def2-TZVPD basis",
  "charge": 0,
  "s_squared": 2.027,
  "homo_energy_ev": [-6.973, -8.043],
  "lumo_ev": [0.85, -1.93],
  "energy_ev": -28291.0529,
  "multiplicity": 3,
  "elements": ["C", "C", "C", "C", "C", "C", "C", "C", "N", "N", "N", "N", "N", "N", "S", "H", "H", "H", "H", "H", "H", "H", "H", "H", "H", "H", "H", "H", "H"],
  "positions_angstrom": [[-3.9920, -0.7523, 1.4644], [-4.5934, -0.5711, 0.2268], [-2.6540, -0.9085, 1.2410], [-1.3127, -0.6459, -0.7823], [-0.2274, -0.0194, -0.3018], [3.3935, 0.2331, -1.2141], [2.6289, -0.9244, 1.0594], [2.3375, 0.1310, -0.1680], [-3.6430, -0.4797, -0.6727], [-2.6352, 2.2092, -0.6687], [-2.4856, -0.6743, -0.0634], [-2.8030, 1.8668, -1.8530], [-1.7972, 2.3948, 0.1498], [1.0876, -0.1302, -0.8483], [-1.4279, 3.1161, 1.4258], [-4.3958, -0.8459, 2.5218], [-5.5521, -0.3975, -0.0208], [-1.8583, -1.1164, 1.7920], [-1.3291, -1.3517, -1.5381], [-0.4313, 0.6250, 0.5668], [3.4573, -0.6773, -1.7972], [3.2479, 1.1730, -1.7069], [4.4506, 0.3063, -0.7711], [1.7031, -0.9825, 1.4946], [3.4895, -0.6541, 1.7337], [2.7367, -1.8764, 0.6123], [2.3804, 1.1109, 0.2301], [-3.5546, 1.3129, -2.0584], [1.1854, -0.7056, -1.6729]],
  "forces_ev_per_a": [[-0.8, -1.0, 3.7], [3.2, 0.1, 1.2], [-2.9, 1.4, -2.0], [1.9, 0.4, 0.9], [1.1, -0.5, -0.4], [2.7, -0.6, 1.1], [1.6, 2.3, -2.5], [0.5, -1.5, 1.7], [-0.4, -0.2, -1.9], [-6.0, -0.3, 0.1], [-1.0, 0.2, 0.2], [5.6, 1.8, -0.9], [3.0, -0.7, -2.9], [-1.7, 0.4, 0.6], [0.4, 1.5, 3.2], [0.1, 0.1, -1.8], [-3.1, 0.4, -0.8], [3.0, -0.8, 2.6], [0.4, -1.0, -1.8], [0.9, -0.4, -0.4], [-0.2, 0.1, -0.8], [-0.1, 0.1, -1.1], [-1.5, -0.1, -0.2], [-2.1, 0.0, 2.0], [-1.1, -0.2, -0.7], [0.7, -1.2, -0.5], [-0.8, 1.1, 1.0], [-3.1, -1.4, 0.3], [-0.2, 0.0, 0.2]],
  "lowdin_spin": [0.0013, 0.0038, 0.0013, 0.0120, 0.0059, 0.0000, 0.0000, 0.0001, 0.0057, 0.3040, 0.0012, 0.4835, 0.4568, -0.0004, 0.6970, 0.0000, 0.0000, 0.0004, 0.0004, 0.0052, 0.0000, 0.0000, 0.0000, 0.0000, 0.0000, 0.0000, 0.0001, 0.0216, 0.0000]
}